Formula: C27H75B3N3O3Sn2
Source: OMol25
Level of theory: the ωB97M-V functional and the def2-TZVPD basis

The geometry in XYZ format:
```
113
Properties=species:S:1:pos:R:3
Sn 0.35 -8.85 0.85
H -3.21 -9.25 3.53
H 1.33 -3.71 1.09
C -2.70 -3.40 1.38
H -5.98 -9.42 4.94
C -6.34 -8.24 1.36
N -4.68 -7.70 3.12
H -1.78 -9.16 -1.53
H -0.24 -7.59 4.07
C -6.10 -7.59 2.71
H -4.97 -6.80 5.03
H 0.30 -4.91 -2.47
H -0.66 -3.79 -1.20
H -1.51 -6.34 3.89
H -4.63 -5.74 3.62
C -2.82 -6.75 4.42
H -0.08 -7.28 -1.85
H -2.17 -6.78 3.54
C 2.56 -8.26 -1.64
N 1.65 -7.61 -0.66
H -3.01 -4.02 -2.68
H 0.51 -1.61 -2.81
H -0.02 -6.25 -0.42
H 4.41 -1.74 -1.42
H 0.24 -7.03 1.87
C 1.87 -8.88 -2.87
C -2.69 -4.51 2.37
H -7.26 -7.90 0.88
H -6.30 -6.53 2.57
H -1.59 -9.39 1.42
H -0.68 -5.59 1.28
C 3.44 -7.66 1.16
H -0.35 -4.15 1.19
C 2.30 -2.16 -1.16
H 1.94 -1.15 -1.35
Sn -3.07 -7.42 1.22
C 0.87 -2.62 -3.03
H -4.38 -9.17 5.70
H -2.54 -7.72 -0.89
N 1.29 -3.06 -1.71
H -3.58 -3.70 0.83
C 0.36 -5.66 4.72
H 3.07 -6.02 -0.11
H 4.15 -8.16 0.51
C -0.71 -6.72 4.52
H 2.57 -9.48 -3.44
H -1.57 -3.30 3.86
H -6.78 -7.93 3.49
H 3.11 -9.07 -1.16
H -0.86 -9.67 2.97
C -1.39 -5.55 -1.12
H 0.74 -4.38 3.12
H -1.79 -3.41 0.77
H -0.69 -5.06 -0.45
H -0.31 -2.33 -0.46
H -2.58 -10.02 2.80
C 2.44 -6.82 0.28
C -4.28 -9.08 3.46
C 0.50 -4.11 0.51
C 3.65 -2.40 -1.85
H -2.52 -7.56 5.08
C -4.91 -9.59 4.84
H 4.03 -7.05 1.85
H -2.00 -8.34 2.70
H 2.90 -8.41 1.74
C -2.75 -4.96 -0.83
H -2.85 -2.44 1.88
C -3.17 -3.74 -1.64
H 3.96 -3.44 -1.75
O -3.32 -5.58 2.27
H -0.99 -7.28 0.75
C -0.17 -3.50 -3.72
H -0.82 -4.86 3.36
H 1.67 -2.43 -3.74
H -2.19 -4.86 4.39
O -3.45 -5.46 0.09
C 0.18 -3.27 -0.74
H -1.41 -6.62 -0.88
H 1.66 -4.77 -1.50
H 3.61 -2.23 -2.93
C -1.75 -4.33 3.55
H 1.24 -5.98 2.77
H 1.69 -6.38 0.92
H -0.55 -3.16 -4.67
H -6.46 -9.33 1.43
H 0.27 -4.47 -3.95
H -5.50 -8.04 0.70
H -2.62 -2.82 -1.45
B -0.72 -6.63 1.57
H -4.63 -9.77 2.69
H -1.06 -3.66 -3.12
H -0.80 -7.84 -0.94
C 1.09 -5.52 -2.04
H 1.84 -5.82 -2.77
H 1.38 -8.08 -3.44
H 2.54 -2.22 -0.10
C 0.59 -6.70 -1.21
H 3.25 -7.52 -2.04
H -1.69 -8.82 0.22
O 0.35 -4.98 5.77
H -1.41 -6.71 2.39
C 1.22 -5.24 3.57
H -4.76 -10.66 5.01
C -4.37 -6.67 4.13
H 2.26 -4.99 3.76
H 0.74 -5.17 0.43
H -1.07 -5.44 -2.15
B -1.71 -8.40 -0.77
B -1.78 -9.37 2.49
H -4.24 -3.54 -1.50
H -1.12 -7.03 5.49
H 1.07 -9.57 -2.59
H -2.56 -5.81 4.90
```

Properties
spin multiplicity: 1
Kohn-Sham gap: 6.81 eV
total charge: +1
HOMO: -9.76 eV
calculated total energy: -53485.36426 eV

These are the Löwdin partial charges, in e, on atoms 1 to 5:
1 Sn 1.5927
2 H 0.0087
3 H 0.1081
4 C 0.0313
5 H 0.0617